i:
{"formula": "C5H8NOS", "method": "the ωB97M-V functional and the def2-TZVPD basis", "charge": 1, "e_lumo_ha": -0.1664, "smiles": "O[C@@]1(S)C=CC=C[NH2+]1", "species": ["C", "C", "C", "C", "C", "N", "O", "S", "H", "H", "H", "H", "H", "H", "H", "H"], "xyz": [[1.21, 0.21, -1.14], [1.85, -0.36, 0.08], [-0.09, 0.54, -1.11], [1.18, -0.47, 1.25], [-1.02, 0.24, 0.01], [-0.28, -0.10, 1.25], [-1.88, 1.46, 0.40], [-2.35, -1.11, -0.45], [1.66, 0.29, -2.06], [2.89, -0.76, 0.05], [-0.62, 0.64, -2.02], [1.55, -0.91, 2.15], [-0.86, -0.59, 2.01], [-0.30, 0.90, 1.43], [-2.83, 1.29, 0.05], [-3.10, -1.01, 0.70]]}

***

ii:
{"formula": "C5H8NOS", "method": "the ωB97M-V functional and the def2-TZVPD basis", "charge": 1, "e_lumo_ha": [-0.1742, -0.1742], "smiles": "C=[N+]1C=CS[C@H]1OC", "species": ["C", "C", "C", "C", "C", "N", "O", "S", "H", "H", "H", "H", "H", "H", "H", "H"], "xyz": [[2.12, -0.01, 0.01], [2.26, -0.20, 1.32], [-0.25, 0.01, 0.83], [-2.54, -0.27, -0.02], [0.44, 0.73, -1.45], [0.80, 0.33, -0.30], [-1.39, 0.44, 0.62], [0.79, -0.13, 2.28], [2.91, -0.23, -0.60], [3.18, -0.46, 1.82], [-0.26, -1.06, 0.47], [-2.89, 0.39, -0.81], [-3.52, -0.47, 0.44], [-2.04, -1.04, -0.62], [-0.59, 1.09, -1.63], [0.98, 0.89, -2.36]]}

***

Bottom line: i, by a margin of 0.0430 hartree.

***

i:
{"formula": "C2H10NS", "method": "the ωB97M-V functional and the def2-TZVPD basis", "charge": 1, "e_lumo_ha": -0.1585, "species": ["N", "H", "H", "H", "H", "C", "C", "S", "H", "H", "H", "H", "H", "H"], "xyz": [[1.17, 3.25, -0.08], [0.26, 3.62, 0.19], [1.58, 2.65, 0.64], [1.10, 2.75, -0.96], [1.81, 4.07, -0.13], [-1.60, -2.21, 0.21], [-0.28, -1.81, -0.41], [0.49, -0.39, 0.43], [-1.59, -2.55, 1.24], [-2.08, -2.98, -0.40], [-2.28, -1.35, 0.25], [0.40, -2.64, -0.61], [-0.51, -1.45, -1.40], [1.53, -0.96, 1.04]]}

***

ii:
{"formula": "C2H10NS", "method": "the ωB97M-V functional and the def2-TZVPD basis", "charge": 1, "e_lumo_ha": -0.1354, "species": ["N", "H", "H", "H", "H", "C", "S", "C", "H", "H", "H", "H", "H", "H"], "xyz": [[1.73, 1.11, -1.84], [1.15, 1.13, -2.59], [1.80, 0.20, -1.42], [2.62, 1.60, -1.85], [0.44, 0.94, 0.84], [-0.03, -0.99, -0.37], [-0.64, 0.45, 0.38], [-1.45, 0.10, 1.96], [-0.37, -1.06, -1.51], [-0.68, -1.89, -0.19], [0.81, -1.51, -0.27], [-1.04, -0.40, 2.84], [-2.09, 0.94, 2.25], [-2.22, -0.64, 1.76]]}

***

iii:
{"formula": "C2H10NS", "method": "the ωB97M-V functional and the def2-TZVPD basis", "charge": 1, "e_lumo_ha": -0.1247, "species": ["C", "N", "C", "H", "H", "H", "H", "H", "H", "H", "H", "S", "H", "H"], "xyz": [[1.48, 0.94, -0.29], [1.11, -0.49, -0.04], [1.82, -1.10, 1.12], [0.98, 1.28, -1.19], [1.12, 1.52, 0.56], [2.56, 0.99, -0.42], [1.30, -1.03, -0.89], [0.10, -0.52, 0.13], [2.87, -0.84, 1.05], [1.69, -2.18, 1.10], [1.41, -0.68, 2.03], [-2.19, 0.27, -0.36], [-3.32, 0.94, -0.09], [-2.14, 0.73, -1.62]]}

***

Bottom line: iii, by a margin of 0.0077 hartree.

***

i:
{"formula": "C2H3ClF2", "method": "the ωB97M-V functional and the def2-TZVPD basis", "e_lumo_ha": 0.0219, "smiles": "CC(F)(F)Cl", "species": ["C", "C", "F", "F", "Cl", "H", "H", "H"], "xyz": [[-0.25, -0.16, -0.82], [0.27, 0.06, 0.58], [1.61, 0.10, 0.74], [-0.15, -0.98, 1.33], [-0.53, 1.66, 1.50], [-0.09, -1.19, -0.94], [-1.24, 0.02, -0.83], [0.38, 0.49, -1.56]]}

***

ii:
{"formula": "C2H3ClF2", "method": "the ωB97M-V functional and the def2-TZVPD basis", "e_lumo_ha": 0.0281, "smiles": "FC(F)CCl", "species": ["C", "C", "H", "H", "H", "F", "F", "Cl"], "xyz": [[0.51, -0.08, 0.46], [-0.66, 0.17, -0.39], [0.64, 0.45, 1.33], [0.37, -1.20, 0.53], [-1.35, -0.26, 0.36], [-0.72, -0.54, -1.45], [-0.85, 1.60, -0.53], [2.06, -0.14, -0.31]]}

***

Bottom line: i, by a margin of 0.0285 hartree.

***

i:
{"formula": "HN2O2S", "method": "the ωB97M-V functional and the def2-TZVPD basis", "charge": 1, "e_lumo_ha": -0.3058, "species": ["N", "N", "O", "O", "S", "H"], "xyz": [[-0.42, -0.42, 1.46], [-0.19, -1.32, 2.06], [0.65, 1.17, -0.81], [-0.85, -0.84, -1.26], [-0.79, 0.52, -0.56], [1.59, 0.89, -0.89]]}

***

ii:
{"formula": "HN2O2S", "method": "the ωB97M-V functional and the def2-TZVPD basis", "charge": 1, "e_lumo_ha": [-0.3077, -0.3061], "species": ["N", "N", "O", "O", "S", "H"], "xyz": [[3.68, 0.22, 0.02], [4.77, 0.17, 0.18], [-0.31, -0.66, 0.23], [2.55, 0.42, -0.23], [0.92, -1.36, -0.21], [-1.10, -0.30, -0.48]]}

***

Bottom line: i, by a margin of 0.1204 hartree.

***

i:
{"formula": "C11H17N4", "method": "the ωB97M-V functional and the def2-TZVPD basis", "charge": 1, "e_lumo_ha": -0.1385, "species": ["C", "C", "C", "C", "C", "C", "C", "C", "C", "C", "C", "N", "N", "N", "N", "H", "H", "H", "H", "H", "H", "H", "H", "H", "H", "H", "H", "H", "H", "H", "H", "H"], "xyz": [[3.70, 1.19, -0.84], [2.48, 0.68, -1.15], [-1.27, 0.22, -1.39], [-2.18, 1.23, -1.27], [2.78, 0.51, 1.01], [-1.16, 1.14, 0.60], [-0.56, -3.18, -0.35], [0.34, -1.17, 1.69], [-2.96, 2.80, 0.57], [0.49, -2.01, -0.63], [0.38, -0.79, 0.24], [3.83, 1.09, 0.52], [1.97, 0.13, -0.01], [-0.57, 0.22, -0.18], [-2.20, 1.69, -0.03], [4.59, 1.66, -1.42], [1.84, 0.61, -2.00], [-1.01, -0.23, -2.28], [-3.12, 1.52, -1.82], [2.68, 0.43, 2.16], [-0.95, 1.54, 1.56], [-1.46, -2.72, -0.39], [-0.66, -3.91, -1.11], [-0.42, -3.62, 0.59], [0.55, -0.36, 2.44], [-0.61, -1.55, 1.93], [1.00, -2.00, 1.70], [-2.95, 2.58, 1.57], [-2.42, 3.77, 0.38], [-3.91, 2.89, 0.24], [1.50, -2.53, -0.53], [0.30, -1.84, -1.77]]}

***

ii:
{"formula": "C11H17N4", "method": "the ωB97M-V functional and the def2-TZVPD basis", "charge": 1, "e_lumo_ha": -0.1264, "smiles": "C[C@H](n1ccnc1)[C@]1([NH3+])C=CC=C[C@@H]1N", "species": ["C", "C", "C", "C", "C", "C", "C", "C", "C", "C", "C", "N", "N", "N", "N", "H", "H", "H", "H", "H", "H", "H", "H", "H", "H", "H", "H", "H", "H", "H", "H", "H"], "xyz": [[-0.13, -3.94, 0.38], [-0.47, -2.75, 1.01], [1.14, -2.40, -0.53], [1.33, 2.47, -0.86], [1.25, 1.31, -1.84], [0.35, 2.73, 0.05], [0.28, 0.38, -1.75], [-0.90, 1.79, -0.15], [-0.52, 0.42, -0.47], [1.61, 0.13, 1.22], [0.23, -0.33, 0.78], [0.76, -3.65, -0.66], [0.31, -1.75, 0.37], [-1.83, 1.83, 0.93], [-1.83, -0.33, -0.49], [-0.65, -4.87, 0.33], [-1.14, -2.39, 1.80], [1.56, -1.85, -1.29], [2.29, 3.08, -1.05], [2.06, 1.11, -2.44], [0.18, 3.52, 0.88], [0.23, -0.38, -2.51], [-1.39, 2.30, -0.94], [2.35, 0.25, 0.43], [1.98, -0.60, 1.97], [1.62, 1.04, 1.91], [-0.53, -0.31, 1.58], [-1.48, 1.63, 1.87], [-2.21, 2.82, 0.99], [-2.42, 0.14, 0.20], [-1.73, -1.37, -0.36], [-2.31, -0.05, -1.35]]}

***

iii:
{"formula": "C11H17N4", "method": "the ωB97M-V functional and the def2-TZVPD basis", "charge": 1, "e_lumo_ha": -0.1314, "species": ["C", "C", "C", "C", "C", "C", "C", "C", "C", "N", "H", "H", "H", "H", "H", "H", "H", "H", "H", "C", "C", "N", "N", "N", "H", "H", "H", "H", "H", "H", "H", "H"], "xyz": [[1.40, -1.42, -3.89], [1.59, -0.29, -0.35], [2.17, -0.48, -1.59], [1.13, -0.97, -2.59], [-0.06, -1.08, -1.86], [2.41, -0.34, 0.73], [3.75, -0.37, 0.69], [4.33, -0.39, -0.61], [3.58, -0.45, -1.72], [0.18, -0.63, -0.52], [1.86, -0.20, 1.75], [4.35, -0.37, 1.52], [-0.57, -0.36, -0.01], [5.38, -0.16, -0.65], [-0.96, -1.43, -2.03], [4.16, -0.63, -2.55], [2.42, -1.56, -4.31], [0.95, -0.72, -4.67], [0.86, -2.37, -4.21], [-2.93, 1.04, 3.93], [-3.01, 1.10, 1.45], [-3.28, 0.42, 2.59], [-1.98, 2.01, 1.29], [-3.52, 0.66, 0.26], [-4.15, -0.08, 2.51], [-1.55, 2.33, 1.97], [-1.85, 2.63, 0.46], [-3.69, 1.15, -0.58], [-4.01, -0.27, 0.16], [-3.56, 2.10, 4.09], [-1.91, 0.94, 4.11], [-3.47, 0.18, 4.63]]}

***

Bottom line: ii, by a margin of 0.0082 hartree.

***

i:
{"formula": "C3H9PS3", "method": "the ωB97M-V functional and the def2-TZVPD basis", "e_lumo_ha": -0.0172, "species": ["C", "C", "C", "P", "S", "S", "S", "H", "H", "H", "H", "H", "H", "H", "H", "H"], "xyz": [[-0.73, 1.62, -0.54], [-0.75, 0.41, 0.36], [0.12, -0.72, -0.17], [2.44, 0.00, 0.44], [-2.57, -0.25, 0.53], [0.10, -2.34, 0.69], [0.32, -1.01, -1.91], [-0.69, 1.24, -1.52], [-1.57, 2.16, -0.18], [0.17, 2.14, -0.48], [-0.48, 0.72, 1.43], [2.52, -1.26, 1.22], [2.87, -0.71, -0.56], [-2.49, -1.44, -0.13], [0.33, -1.67, 1.78], [-0.74, -1.89, -1.81]]}

***

ii:
{"formula": "C3H9PS3", "method": "the ωB97M-V functional and the def2-TZVPD basis", "e_lumo_ha": -0.0264, "smiles": "C[C@@H](S)C(=S)S.P", "species": ["C", "C", "C", "P", "S", "S", "S", "H", "H", "H", "H", "H", "H", "H", "H", "H"], "xyz": [[-0.34, 0.87, 0.83], [-1.26, 0.36, -0.22], [-1.67, -1.02, -0.08], [3.54, 0.03, -0.08], [-0.47, 0.45, -1.91], [-0.87, -2.36, 0.64], [-3.18, -1.39, -0.81], [-0.16, 1.94, 0.56], [-0.92, 0.90, 1.83], [0.56, 0.24, 0.92], [-2.14, 0.98, -0.20], [3.66, 1.42, 0.11], [2.18, 0.07, -0.34], [0.84, 0.32, -1.58], [3.33, -0.20, 1.33], [-3.10, -2.62, -1.00]]}

***

Bottom line: ii, by a margin of 0.0454 hartree.

***

i:
{"formula": "CH3I2NO", "method": "the ωB97M-V functional and the def2-TZVPD basis", "e_lumo_ha": [-0.0445, -0.0446], "species": ["C", "N", "O", "I", "I", "H", "H", "H"], "xyz": [[0.12, 0.54, 1.11], [0.29, -0.63, -1.28], [-0.60, -0.33, 0.27], [-0.09, -2.61, -1.65], [-0.52, 0.66, -2.48], [-0.34, 0.38, 2.16], [-0.11, 1.52, 0.89], [1.25, 0.48, 0.99]]}

***

ii:
{"formula": "CH3I2NO", "method": "the ωB97M-V functional and the def2-TZVPD basis", "e_lumo_ha": [-0.0325, -0.0325], "species": ["C", "N", "O", "I", "I", "H", "H", "H"], "xyz": [[0.14, 0.45, -0.27], [-3.06, 0.34, 0.85], [-0.85, 0.98, -1.08], [-2.49, 1.78, -0.14], [-4.34, -1.11, 0.12], [0.69, -0.17, -0.97], [-0.35, -0.26, 0.40], [0.90, 1.16, 0.16]]}

***

Bottom line: i, by a margin of 0.0032 hartree.

***

i:
{"formula": "C5H5N", "method": "the ωB97M-V functional and the def2-TZVPD basis", "e_lumo_ha": [0.0333, -0.0700], "multiplicity": 3, "species": ["C", "C", "C", "C", "C", "N", "H", "H", "H", "H", "H"], "xyz": [[1.65, 0.08, 0.17], [1.21, -1.26, -0.09], [-1.16, 0.22, 0.10], [-0.48, -1.06, -0.08], [-0.42, 1.33, -0.15], [0.96, 1.15, -0.18], [2.61, 0.26, 0.58], [-0.49, -1.48, -1.10], [-0.87, -1.79, 0.60], [-0.88, 2.25, -0.23], [-2.15, 0.30, 0.39]]}

***

ii:
{"formula": "C5H5N", "method": "the ωB97M-V functional and the def2-TZVPD basis", "e_lumo_ha": [0.0400, -0.0343], "multiplicity": 3, "species": ["C", "C", "C", "C", "C", "N", "H", "H", "H", "H", "H"], "xyz": [[0.82, 0.87, 0.60], [1.05, 1.06, -0.82], [0.00, -0.09, 0.94], [-0.93, -0.99, 1.14], [-0.35, -0.71, -1.33], [0.32, 0.29, -1.55], [1.37, 1.46, 1.32], [1.76, 1.74, -1.24], [-1.96, -0.70, 1.31], [-0.72, -2.04, 1.26], [-1.36, -0.88, -1.61]]}

***

Bottom line: i, by a margin of 0.0077 hartree.

***

i:
{"formula": "C5H11IN", "method": "the ωB97M-V functional and the def2-TZVPD basis", "charge": 1, "e_lumo_ha": -0.1294, "species": ["C", "C", "C", "C", "C", "N", "I", "H", "H", "H", "H", "H", "H", "H", "H", "H", "H", "H"], "xyz": [[0.86, -0.10, 0.36], [-0.57, 0.10, -0.16], [-0.20, -0.63, 1.95], [1.73, -1.13, -0.25], [-0.81, 1.34, -0.99], [-1.24, 0.14, 1.19], [0.27, 0.14, 3.86], [1.36, 0.81, 0.67], [-0.91, -0.80, -0.69], [-0.37, -1.69, 1.93], [1.19, -2.01, -0.58], [2.53, -1.42, 0.43], [2.22, -0.69, -1.13], [-0.59, 2.24, -0.41], [-1.82, 1.39, -1.36], [-0.14, 1.32, -1.84], [-1.26, 1.11, 1.54], [-2.20, -0.23, 1.25]]}

***

ii:
{"formula": "C5H11IN", "method": "the ωB97M-V functional and the def2-TZVPD basis", "charge": 1, "e_lumo_ha": [-0.1594, -0.1594], "species": ["C", "C", "C", "C", "C", "N", "I", "H", "H", "H", "H", "H", "H", "H", "H", "H", "H", "H"], "xyz": [[0.88, 3.34, 0.38], [-0.08, 2.23, 0.64], [-1.06, -2.86, -0.04], [1.15, -2.30, -1.06], [-0.22, -1.84, -0.69], [-0.58, 3.39, 0.03], [-0.57, 0.10, -0.71], [1.04, 3.93, 1.25], [1.43, 3.18, -0.51], [-0.33, 2.15, 1.61], [-0.46, -3.65, 0.49], [-1.65, -3.14, -0.92], [-1.62, -2.58, 0.81], [0.89, -3.32, -1.36], [1.73, -1.84, -1.79], [1.80, -2.64, -0.15], [-1.24, 3.97, 0.47], [-0.95, 3.57, -0.91]]}

***

iii:
{"formula": "C5H11IN", "method": "the ωB97M-V functional and the def2-TZVPD basis", "charge": 1, "e_lumo_ha": -0.1272, "smiles": "C[N+]1(CI)CCC1", "species": ["C", "C", "C", "C", "C", "N", "I", "H", "H", "H", "H", "H", "H", "H", "H", "H", "H", "H"], "xyz": [[0.49, -0.09, -1.62], [-0.86, 0.35, -0.98], [1.17, 0.13, -0.29], [-0.76, -1.01, 1.11], [-0.30, 1.35, 1.30], [-0.23, 0.13, 0.38], [-2.35, 1.94, 1.65], [0.27, -1.06, -1.98], [0.76, 0.61, -2.47], [-1.00, 1.40, -1.28], [-1.57, -0.34, -1.11], [1.64, -0.73, 0.21], [1.81, 1.10, -0.25], [-0.21, -1.06, 2.15], [-1.74, -0.79, 1.11], [-0.57, -1.81, 0.53], [0.34, 0.97, 2.23], [0.19, 2.36, 0.96]]}

***

Bottom line: i, by a margin of 0.0464 hartree.

***

i:
{"formula": "C5H16O3", "method": "the ωB97M-V functional and the def2-TZVPD basis", "e_lumo_ha": 0.0190, "smiles": "C/C=C/CC.O.O.O", "species": ["C", "C", "C", "C", "C", "H", "H", "H", "H", "H", "H", "H", "H", "H", "H", "H", "H", "O", "H", "H", "O", "H", "H", "O"], "xyz": [[1.42, -0.86, 1.05], [0.97, 0.63, 1.00], [-0.39, 0.85, 1.42], [-1.36, 0.00, 1.34], [-2.70, 0.51, 1.86], [1.76, -1.08, 0.07], [0.66, -1.49, 1.28], [2.32, -0.94, 1.64], [1.41, 0.87, 0.04], [1.57, 1.26, 1.77], [-0.69, 1.69, 1.89], [-1.44, -0.99, 0.79], [-3.34, -0.33, 2.22], [-3.40, 1.10, 1.12], [-2.62, 1.12, 2.78], [0.24, -0.53, -3.38], [-0.90, 0.35, -3.59], [-0.65, -0.43, -2.99], [-0.63, -2.23, -1.32], [0.10, -2.71, -2.51], [0.32, -2.45, -1.61], [3.20, 1.99, -1.41], [1.63, 1.82, -1.48], [2.54, 1.87, -1.97]]}

***

ii:
{"formula": "C5H16O3", "method": "the ωB97M-V functional and the def2-TZVPD basis", "e_lumo_ha": 0.0136, "smiles": "CC(C)CCO.O.O", "species": ["C", "O", "C", "C", "C", "C", "H", "H", "H", "H", "H", "H", "H", "H", "H", "H", "H", "H", "H", "H", "O", "H", "H", "O"], "xyz": [[-0.24, 0.57, -0.61], [-1.54, 0.07, -0.23], [0.83, 0.58, 0.47], [2.16, -0.05, 0.08], [1.92, -1.47, -0.56], [3.16, -0.27, 1.22], [-0.36, 1.53, -1.11], [0.06, -0.04, -1.46], [-1.87, 0.84, 0.20], [0.36, 0.03, 1.27], [1.06, 1.58, 0.89], [2.68, 0.57, -0.66], [0.87, -1.74, -0.52], [2.28, -1.43, -1.59], [2.45, -2.28, -0.08], [2.96, -1.15, 1.85], [3.11, 0.61, 1.88], [4.19, -0.43, 0.92], [-3.49, -3.10, 0.52], [-2.53, -2.14, -0.16], [-3.38, -2.57, -0.29], [-5.64, 3.28, -0.43], [-4.11, 3.36, -0.61], [-4.94, 3.66, -0.99]]}

***

Bottom line: ii, by a margin of 0.0734 hartree.

***

i:
{"formula": "C3H2N2O3", "method": "the ωB97M-V functional and the def2-TZVPD basis", "e_lumo_ha": 0.0041, "smiles": "O=Cn1ncoc1=O", "species": ["C", "C", "C", "H", "H", "N", "N", "O", "O", "O"], "xyz": [[1.63, -0.66, -0.12], [-1.72, -0.34, 0.12], [-0.01, 1.10, -0.03], [1.57, -1.82, -0.12], [-2.75, -0.21, -0.12], [0.31, -0.21, -0.06], [-0.76, -1.10, -0.06], [2.44, 0.15, 0.31], [-1.38, 1.06, 0.25], [0.68, 2.04, -0.17]]}

***

ii:
{"formula": "C3H2N2O3", "method": "the ωB97M-V functional and the def2-TZVPD basis", "e_lumo_ha": -0.0482, "smiles": "N#C/C(=N/O)C(=O)O", "species": ["C", "C", "C", "H", "H", "N", "N", "O", "O", "O"], "xyz": [[-0.20, 0.17, -0.61], [-1.26, 0.70, -1.39], [0.20, 0.83, 0.69], [1.14, -2.26, -0.47], [0.65, 0.64, 2.48], [0.20, -1.00, -0.93], [-2.32, 0.41, -2.22], [1.20, -1.44, -0.10], [0.33, -0.09, 1.93], [0.06, 2.05, 0.62]]}

***

Bottom line: i, by a margin of 0.1526 hartree.